No. 1
43
Properties=species:S:1:pos:R:3:forces:R:3:mulliken_charge:R:1 method="wB97M-V/def2-TZVPD" e_lumo_ev=3.87 homo_ev=0.20 homo_lumo_gap_ev=3.7 total_charge=-2 total_energy_ev=-75998.2410
Rb -1.8788 -1.2736 -1.8861 0.152 0.178 -0.086 0.61
S -4.4116 1.6591 -2.6471 -0.303 -0.289 -0.407 -0.66
S 0.0160 1.2882 -3.3400 -0.019 0.015 0.045 -0.64
S -3.2658 1.7407 -4.3801 0.256 0.015 0.313 -0.18
S -1.4349 2.6359 -3.9812 -0.072 0.047 -0.191 -0.23
P 0.6610 0.3405 1.3109 -0.019 -0.026 -0.086 -0.63
N 2.2978 -0.7874 -0.6732 -0.115 -0.066 0.018 0.37
N -0.8132 -0.6364 3.4681 -0.014 -0.050 -0.067 0.24
N -1.5680 1.2858 -0.0713 0.067 -0.011 -0.038 -0.15
N 0.9056 -2.2374 0.2507 0.033 -0.042 0.165 -0.36
N 0.0745 2.7669 0.0430 0.069 -0.175 -0.031 0.38
N -1.6697 -1.2501 1.5206 0.059 0.025 0.109 0.06
C -0.9858 3.3804 -0.5564 0.028 0.096 -0.026 -0.16
C 1.2668 -0.9734 0.2016 0.054 -0.023 -0.018 0.02
C 2.8595 0.4735 -1.0955 0.051 0.063 -0.117 -0.74
C 1.7055 -2.8921 -0.6445 -0.086 0.024 -0.022 -0.94
C -2.4410 -1.7442 2.5262 0.045 -0.021 0.027 -0.71
C 0.0709 -0.0488 4.4501 -0.012 0.001 -0.006 -0.86
C 1.4017 3.3205 0.1155 0.050 0.046 0.040 -1.01
C -0.4146 -4.0626 -2.8921 -0.249 0.011 0.004 -1.04
C -1.9292 -1.3802 3.7416 -0.026 0.002 0.040 -0.19
C 2.5660 -2.0122 -1.2294 0.070 0.028 0.008 -0.01
C -0.3136 1.4703 0.2816 -0.077 0.155 0.373 0.31
C -0.6941 -0.5857 2.1037 -0.031 -0.052 -0.142 0.05
C -1.9914 2.4608 -0.6148 0.042 0.059 0.157 -0.85
H 1.0759 -0.4602 4.3636 0.006 0.006 -0.002 0.32
H -2.9649 2.5452 -1.0746 0.059 0.041 0.048 0.32
H 0.1247 1.0320 4.3272 0.008 0.005 -0.002 0.31
H -0.3143 -4.9227 -2.2101 0.030 -0.028 0.021 0.09
H 1.9912 3.0371 -0.7579 -0.073 0.073 -0.029 0.28
H -3.3175 -2.3385 2.3243 -0.003 0.008 0.006 0.39
H 0.5838 -3.6526 -3.0935 0.050 0.033 -0.037 0.14
H 3.3052 -2.1285 -2.0037 -0.056 0.011 -0.036 0.42
H 1.9020 2.9768 1.0228 0.004 -0.008 -0.026 0.36
H 2.8944 1.1584 -0.2482 0.039 -0.086 0.005 0.29
H 2.2626 0.9174 -1.8966 -0.080 0.056 0.016 0.07
H 1.3251 4.4064 0.1470 -0.005 0.014 0.024 0.37
H 3.8766 0.3098 -1.4504 0.020 -0.022 0.020 0.37
H -0.9141 4.3876 -0.9297 0.002 -0.029 -0.064 0.36
H -2.2454 -1.5743 4.7529 -0.004 0.007 -0.009 0.32
H -0.8341 -4.4255 -3.8440 0.022 -0.047 0.002 0.17
H 1.5575 -3.9330 -0.8710 0.020 -0.047 -0.015 0.45
H -0.3224 -0.2742 5.4396 0.009 0.004 0.015 0.30

***

No. 2
34
Properties=species:S:1:pos:R:3:forces:R:3:mulliken_charge:R:1 method="wB97M-V/def2-TZVPD" e_lumo_ev=-4.96 de_lowest_kj_mol=21.4 homo_ev=-11.27 homo_lumo_gap_ev=6.3 total_charge=+1 total_energy_ev=-28138.1358
S 2.2705 -1.2768 4.0593 0.229 -0.111 -0.374 -0.15
O 1.7727 1.0025 -1.4587 -1.257 -0.644 0.224 -0.25
N 1.1820 -0.8783 1.7087 -0.341 -0.242 -0.049 -0.26
C 3.6903 -1.2340 1.7702 0.056 0.134 -0.210 -1.19
C -2.7415 -0.4423 -1.7873 0.179 -0.402 -0.019 -0.58
C -2.3476 1.9383 -1.8329 0.042 0.220 0.049 -0.53
C -0.9873 1.7359 -1.6771 0.248 -0.137 0.201 -0.64
C 3.1775 0.7941 -1.7323 0.577 -0.120 0.302 -0.54
C -0.0190 -0.9387 2.6504 1.256 -0.136 -0.540 -0.66
C 0.8808 0.0824 -1.2338 0.493 0.742 -1.312 -0.04
C 2.2977 -1.0944 2.2855 -0.960 0.079 1.073 0.56
C -4.7340 1.0739 -1.8818 -0.357 0.242 -0.082 -1.38
C -3.2536 0.8605 -1.8418 0.323 -0.205 0.386 0.89
C -0.4982 0.4177 -1.4194 0.006 -0.178 -0.789 0.90
C -1.3846 -0.6733 -1.6286 0.012 0.507 0.605 -0.61
C 0.5035 -1.0159 4.0885 -0.494 0.245 0.912 -0.39
H 4.2773 -0.3844 2.1563 -0.103 -0.297 -0.276 0.36
H 1.1880 -0.9676 -1.0737 -0.060 0.640 0.058 0.37
H -5.1824 0.6103 -2.7721 0.181 0.090 0.192 0.34
H -0.6077 -1.8468 2.4436 0.263 0.395 -0.329 0.29
H 4.1024 -2.1466 2.2328 -0.004 0.326 -0.422 0.41
H -5.2254 0.6161 -1.0092 0.251 0.090 -0.225 0.34
H -2.7580 2.9514 -1.9149 0.339 -0.390 -0.132 0.30
H -0.6570 -0.0524 2.5203 0.282 -0.330 -0.186 0.30
H -0.2796 2.5660 -1.7904 -0.371 -0.310 0.436 0.42
H -0.9510 -1.6665 -1.6844 -0.307 -0.080 0.356 0.39
H 3.3490 0.2415 -2.6648 -0.443 0.012 0.292 0.34
H 0.0738 -1.8571 4.6422 -0.127 0.321 -0.111 0.33
H 3.6676 0.2950 -0.8861 -0.218 0.186 -0.249 0.20
H 3.5577 1.8083 -1.8650 0.034 -0.258 0.163 0.27
H -4.9887 2.1407 -1.8888 0.081 -0.284 -0.018 0.36
H 3.7519 -1.2863 0.6771 -0.003 -0.052 0.305 0.15
H -3.4307 -1.2882 -1.8228 0.230 0.228 -0.196 0.40
H 0.3036 -0.0848 4.6307 -0.035 -0.281 -0.036 0.30

***

No. 3
41
Properties=species:S:1:pos:R:3:forces:R:3:mulliken_charge:R:1 method="wB97M-V/def2-TZVPD" e_lumo_ev=0.40 de_lowest_kj_mol=70.5 homo_ev=-9.18 homo_lumo_gap_ev=9.6 total_energy_ev=-34233.1957
O 2.3779 0.3811 -0.7889 4.500 2.225 4.712 -0.56
O 1.3702 -0.1577 -2.5042 -3.173 -1.170 -4.926 -0.37
O -1.5567 -1.1315 1.9078 2.528 -2.844 -4.963 -0.68
O 0.1692 3.4542 0.5055 -3.094 -6.581 -0.265 -0.27
O 1.4271 -0.3541 2.2222 0.329 -4.896 -5.779 -0.70
O -2.4204 0.2573 -0.2184 -6.503 1.364 -0.960 -0.31
O 2.2148 -2.0404 0.6398 4.670 1.180 4.540 -0.35
O -2.3804 2.0088 1.3136 -2.036 1.144 0.361 -0.59
O -1.2589 -3.0291 0.6544 -3.455 -1.610 0.459 -0.34
O 0.3339 2.3380 -1.6576 -3.355 2.054 6.191 -0.64
C -1.9770 1.2403 0.5230 5.553 -3.416 -0.352 0.06
C 0.2129 -1.4750 0.0898 -5.225 15.024 12.015 -0.83
C 0.4488 4.6235 -0.0159 3.089 -2.696 -10.177 -0.76
C -0.9933 -1.7892 0.9275 -0.828 2.544 5.088 0.36
C -2.5180 -3.4494 1.2394 -0.259 -3.329 3.178 -0.81
C -0.3794 0.9641 0.2801 -3.309 8.901 5.809 1.02
C -0.1340 2.4169 -0.4079 6.265 -2.283 -3.221 0.19
C 2.4373 0.0657 -3.4691 4.100 5.841 18.575 -0.92
C -0.1226 -0.0974 -0.5253 5.020 -5.651 -9.091 0.30
C 1.3801 -1.1660 1.1774 -1.337 1.859 2.155 0.52
C 1.3362 0.2109 -1.2454 -2.730 -1.949 -2.230 0.26
C -4.0531 0.3409 -0.1640 7.529 10.337 12.511 -0.95
C 3.6579 -1.9094 1.5504 -1.443 -7.419 -4.631 -0.80
H 2.7111 1.1015 -3.4472 -0.511 0.824 -0.490 0.29
H 4.3336 -2.8519 1.1119 -1.972 2.773 1.158 0.22
H 3.4293 -2.0396 2.5286 -0.969 -0.387 2.762 0.39
H 4.0003 -1.0295 1.3096 1.838 4.668 -1.375 0.40
H 1.4879 4.5401 -0.5504 -1.340 0.539 1.078 0.26
H -4.0387 0.2139 1.0387 -1.022 -1.066 -2.752 0.33
H -0.6509 -0.4709 -1.6211 0.524 2.031 3.370 0.26
H -4.2846 1.5024 0.0397 0.123 -2.572 -2.121 0.25
H 3.4450 -0.2889 -2.7545 -2.364 0.414 -2.490 0.22
H 0.4366 5.2956 0.6214 -0.113 6.336 6.096 0.39
H -4.3952 -0.2852 -0.7125 -4.468 -7.290 -6.880 0.51
H -2.6685 -3.3381 2.3932 1.802 -0.553 -1.564 0.29
H -3.4080 -2.9316 1.1218 -1.196 1.956 -2.076 0.35
H -2.7800 -4.5330 0.9920 1.074 1.504 0.053 0.32
H 0.0836 1.0323 1.4190 -0.931 -0.504 -3.208 0.34
H 0.4611 -2.1652 -0.3760 3.904 -10.764 -8.374 1.54
H -0.1851 4.8513 -0.8940 -0.104 0.220 0.545 0.31
H 2.4501 -0.3057 -4.2540 -1.110 -6.760 -12.731 0.49

***

No. 4
55
Properties=species:S:1:pos:R:3:forces:R:3:mulliken_charge:R:1 method="wB97M-V/def2-TZVPD" e_lumo_ev=-3.73 homo_ev=-13.33 homo_lumo_gap_ev=9.6 total_charge=+1 total_energy_ev=-78456.2454
S 1.9382 -1.0266 -4.2061 0.294 -0.410 -0.094 -0.06
F 2.1667 2.1510 1.4229 -0.035 -0.042 -0.010 -0.23
F 0.2346 1.9137 0.4180 0.039 0.037 -0.011 -0.23
F -1.1973 -2.0670 1.3603 0.032 0.062 0.004 -0.28
F 3.0280 -0.0049 2.7960 0.032 0.034 -0.001 -0.17
F 1.5150 -0.4375 0.4802 0.064 0.067 0.028 -0.23
F 0.2810 -1.1770 3.4730 -0.014 -0.075 0.033 -0.30
F 1.2785 0.4316 -1.4999 0.219 0.180 -0.053 -0.31
F 4.9852 0.4575 3.6702 -0.041 -0.021 -0.016 -0.25
F -2.5298 -0.3399 1.5613 -0.009 -0.070 0.025 -0.24
F -3.3737 1.8008 3.1250 -0.042 -0.019 0.054 -0.26
F -1.7776 -1.6751 3.9801 0.073 0.061 -0.076 -0.30
F -4.2967 -0.8299 3.5474 0.013 0.042 0.017 -0.22
F 4.7995 1.5813 1.2220 -0.032 -0.099 0.040 -0.29
F -5.7197 0.7854 3.9393 0.037 -0.047 -0.011 -0.26
F -3.8720 2.2175 5.2178 -0.011 -0.018 0.092 -0.32
F 6.1742 -0.1022 1.2782 0.001 0.071 -0.021 -0.29
O -1.1130 0.4772 3.8417 -0.334 -0.014 -0.388 -0.31
O -1.0391 -0.5161 -6.4768 -0.433 -0.702 0.468 -0.47
O 4.2317 -0.3988 0.3040 -0.423 0.019 0.425 -0.43
O -0.3261 1.1096 -4.9032 -0.533 -0.443 0.619 -0.43
N 0.2253 -1.3576 -4.6021 0.564 0.440 0.202 -0.07
C -0.8931 1.5187 -3.6349 0.363 0.555 0.171 -0.24
C -1.9882 -2.1121 -3.7189 0.008 0.286 -0.198 -1.19
C -4.5809 0.2002 4.3721 -0.161 0.041 0.085 0.05
C 1.9796 0.5457 -0.3139 0.127 -0.321 0.438 0.98
C -0.5291 -1.8712 -3.3970 -0.219 -0.720 0.294 -0.06
C -1.2867 -0.7918 1.8250 -0.148 -0.105 -0.195 0.90
C -3.4629 1.2464 4.3546 0.218 0.018 -0.334 0.91
C -1.0059 -0.7847 3.3299 0.025 0.083 0.300 0.82
C 1.5827 1.9171 0.2425 -0.125 0.070 -0.080 0.06
C 4.8751 0.2432 1.3437 0.154 0.008 -0.306 0.73
C -2.0676 0.8155 4.8329 0.285 0.068 0.479 -0.77
C 4.3535 -0.2362 2.7031 0.007 -0.044 0.120 0.17
C 3.4625 0.3028 -0.6397 0.316 0.001 -0.573 -0.73
B -0.4423 -0.1593 -5.3260 -0.174 0.661 -0.723 0.50
H -4.7405 -0.1763 5.3859 0.019 -0.024 -0.020 0.30
H 1.8423 2.7110 -0.4641 0.006 -0.002 0.027 0.35
H 0.2478 -2.1114 -5.2901 -0.085 -0.021 -0.057 0.42
H -0.5692 -0.1695 1.3010 0.080 0.058 0.071 -0.50
H -2.4168 -2.7864 -2.9861 -0.026 -0.069 0.103 0.43
H -2.1273 0.0554 5.6116 -0.150 -0.111 -0.102 0.32
H -0.4326 1.0051 -2.7981 -0.041 -0.190 0.006 -0.05
H -2.0888 -2.5622 -4.7041 -0.107 -0.171 -0.048 0.35
H -1.8889 -0.0781 -6.6298 0.406 0.305 -0.461 0.35
H -1.6517 1.7058 5.2998 -0.001 0.042 -0.022 0.39
H -0.0709 -2.8218 -3.1356 0.231 -0.039 -0.050 0.51
H -0.3650 -1.2188 -2.5485 0.054 0.337 -0.120 -0.07
H -2.5757 -1.1965 -3.7041 -0.046 0.127 -0.012 0.29
H 1.9361 0.2871 -4.4704 -0.284 0.055 -0.047 0.20
H 3.4462 -0.3627 -1.5019 -0.041 -0.027 -0.024 0.28
H 4.5451 -1.3042 2.8251 0.012 0.018 -0.006 0.27
H -0.6801 2.5746 -3.5159 0.041 0.100 -0.113 0.30
H 3.9522 1.2226 -0.9630 -0.112 0.124 0.145 0.37
H -1.9718 1.3993 -3.6348 -0.097 -0.165 -0.073 0.32